No. 1
The following is a quantum chemistry calculation of C4H4BaO as an isolated structure at a distorted geometry, from OMol25.

- E (eV) = -6947.3234
- energy above the lowest of the compared OMol25 structures with the same formula, charge and spin (kJ/mol) = 208.8
- E_HOMO (Eh) = -0.21668
- orbital gap (eV) = 5.39

Atoms and positions in Å:
C -0.62 0.83 -1.00
C -0.39 0.68 -2.34
O -0.08 -0.53 -2.85
Ba -0.31 -1.74 -0.88
H -0.92 1.83 -0.67
H -0.56 1.47 -3.09
C 1.03 -0.66 2.82
C 0.67 -0.84 1.63
H 1.36 -0.14 3.71
H -0.18 -0.91 2.68

***

No. 2
The following is a quantum chemistry calculation of C17H49O8Zr as an isolated structure at a distorted geometry, from OMol25.

- E (eV) = -36048.0562
- energy above the lowest of the compared OMol25 structures with the same formula, charge and spin (kJ/mol) = 191.4
- net charge = +3
- E_HOMO (Eh) = -0.59373
- orbital gap (eV) = 1.68

Atoms and positions in Å:
Zr -0.81 0.89 -4.10
C 1.71 0.98 -0.50
C 0.51 0.13 -0.88
C -0.61 0.11 0.16
O 0.01 0.32 -2.21
H 1.38 1.99 -0.22
H 2.42 1.20 -1.30
H 2.22 0.59 0.37
H 0.94 -0.88 -0.90
H -0.26 0.36 1.17
H -1.01 -0.90 0.24
H -1.39 0.79 -0.18
C 0.43 3.41 2.30
C 0.15 4.11 1.00
O -0.46 5.36 1.31
H -0.49 3.10 2.80
H 0.88 4.10 3.02
H 1.16 2.61 2.14
H -0.51 3.63 0.26
H 1.08 4.26 0.44
H -0.08 6.07 0.77
C -1.02 -4.11 0.87
C -0.11 -4.26 2.08
O 0.02 -3.01 2.76
H -0.89 -3.21 0.26
H -2.04 -4.09 1.25
H -0.89 -4.98 0.22
H 0.86 -4.71 1.88
H -0.65 -4.91 2.77
H -0.86 -2.72 3.03
C -5.57 -0.73 0.98
C -4.22 -1.35 0.59
O -3.59 -1.70 1.82
H -6.12 -0.56 0.04
H -5.46 0.23 1.47
H -6.22 -1.41 1.53
H -3.58 -0.60 0.13
H -4.31 -2.28 0.02
H -2.91 -1.05 2.05
C 3.05 1.99 -3.89
C 2.61 0.61 -4.26
O 1.29 0.65 -4.92
H 3.12 2.70 -4.72
H 4.01 2.02 -3.36
H 2.32 2.41 -3.17
H 2.50 -0.04 -3.39
H 3.43 0.20 -4.87
H 1.49 0.26 -5.80
C -2.63 -2.64 -2.71
C -2.51 -2.09 -4.13
O -1.26 -1.32 -4.31
H -1.75 -3.25 -2.52
H -3.53 -3.25 -2.67
H -2.79 -1.79 -2.04
H -3.37 -1.48 -4.41
H -2.42 -2.89 -4.86
H -0.61 -1.92 -4.70
C 5.41 0.65 -0.66
C 5.91 1.87 0.12
O 7.06 2.41 -0.50
H 5.02 1.03 -1.61
H 4.60 0.07 -0.20
H 6.17 -0.10 -0.86
H 6.18 1.56 1.13
H 5.14 2.65 0.19
H 6.91 2.43 -1.45
C -1.29 -0.56 5.61
C -1.55 0.52 4.60
O -2.73 0.35 3.84
H -0.49 -0.28 6.30
H -1.07 -1.53 5.17
H -2.16 -0.66 6.26
H -0.70 0.61 3.91
H -1.56 1.51 5.07
H -3.51 0.52 4.39